{"formula": "C35H80F12N11O25S12", "method": "the ωB97M-V functional and the def2-TZVPD basis", "max_force_ev_per_a": 14.0, "homo_lumo_gap_ha": 0.1455, "lumo_ev": -2.03, "total_energy_ev": -267782.866, "total_charge": -1, "elements": ["O", "C", "H", "F", "H", "H", "H", "C", "H", "H", "H", "C", "C", "H", "H", "H", "N", "H", "C", "S", "H", "H", "C", "H", "H", "F", "H", "C", "C", "H", "H", "O", "H", "C", "H", "O", "S", "H", "F", "C", "H", "O", "H", "S", "F", "O", "N", "C", "F", "F", "N", "H", "H", "H", "H", "O", "S", "C", "H", "S", "H", "O", "C", "H", "S", "S", "H", "H", "H", "C", "H", "H", "H", "H", "O", "O", "O", "H", "S", "O", "H", "C", "C", "H", "C", "F", "N", "H", "H", "N", "C", "H", "F", "F", "H", "H", "H", "H", "O", "C", "H", "H", "O", "H", "C", "S", "H", "H", "O", "O", "H", "H", "N", "H", "O", "H", "O", "N", "H", "H", "C", "F", "C", "S", "C", "H", "C", "C", "H", "C", "C", "H", "H", "N", "O", "C", "O", "S", "C", "H", "H", "H", "H", "O", "N", "O", "H", "O", "H", "H", "C", "H", "C", "O", "N", "C", "C", "C", "S", "H", "H", "O", "H", "C", "H", "F", "O", "H", "H", "H", "N", "H", "H", "F", "H"], "positions_angstrom": [[8.40616, 0.69917, 3.43035], [-7.79281, -5.86167, 0.98201], [1.42038, 8.51947, -3.47393], [-6.19597, -0.02439, 0.63190], [7.60687, -1.19952, -5.59738], [-5.30455, -7.14354, 3.97247], [-9.45473, 2.68257, 8.55451], [-4.00962, -7.40011, 1.57293], [5.96071, 7.34885, -4.16244], [3.22195, -0.97344, -6.98662], [4.82572, 7.14794, -2.15889], [-8.57968, -0.35559, 8.19800], [2.72721, 6.08944, -6.33987], [5.22603, -1.25092, -5.11402], [-7.42231, -4.93965, 2.92268], [0.38132, -0.80680, 1.88523], [-0.28264, 1.14313, 1.07403], [3.15423, 8.60593, -5.08464], [5.25440, -2.26005, -5.52504], [1.69724, -5.95951, 5.18924], [1.91285, 6.21814, -4.28455], [-3.33396, 0.45458, 4.15669], [3.92401, 6.67987, -2.55377], [4.35194, 9.05910, -3.80207], [4.19368, -0.52493, -8.28420], [-5.12479, 7.67111, 3.31926], [1.12234, 1.81202, 2.56422], [6.66062, -2.92333, -3.54096], [-1.50918, 1.50711, 2.03134], [-6.58844, -4.12021, 1.55100], [2.91914, 7.06981, -6.77592], [-5.01101, 6.15243, 1.45297], [-6.91295, -7.26893, 3.22049], [5.32855, 6.64983, -4.71002], [8.37502, -4.19932, -3.10976], [2.09692, -7.18973, 2.05339], [-3.70576, 7.90513, -0.03132], [-1.14107, -0.82104, 1.14198], [-0.50050, -6.61161, -7.24039], [2.82710, 5.93420, -4.80572], [-9.68318, -4.93460, 1.68710], [0.94105, -4.99150, 2.70134], [-1.63493, 1.23703, -0.52314], [3.52985, 5.96956, 6.48954], [9.18030, -1.19310, 4.60983], [-4.80638, -1.20490, -3.42838], [-9.01316, 2.19066, 7.79087], [-4.57835, -6.05513, 1.32260], [-2.94341, 9.17175, -0.56612], [4.87702, 8.02907, 3.69161], [6.94176, -1.31633, 4.15696], [4.85305, -2.85920, -7.40091], [3.09999, 4.91862, -4.51901], [6.00642, -3.67999, -3.10781], [-2.98489, 2.25953, 4.29701], [5.52826, 1.04849, 4.13386], [-5.18589, 7.58648, 1.69329], [-8.05407, 1.11942, 8.28100], [7.39947, -4.98998, -5.34574], [7.93424, -0.21228, 4.51119], [3.48474, 5.43581, -6.77232], [0.45722, -4.76211, -5.91072], [-5.22584, -8.12627, 2.07069], [4.51004, -2.94416, -5.11757], [1.05301, -6.78875, -3.84815], [2.07214, -5.92794, 2.75884], [-9.21283, 3.93180, 6.52718], [-1.01263, -0.01616, 3.54024], [6.25241, -1.68191, -7.34128], [4.26003, -0.73319, -7.21634], [-3.95846, -5.34697, 3.78234], [-7.98533, -6.88632, 1.30001], [-7.81270, -1.09724, 8.42115], [2.50616, 9.48007, -2.54190], [0.10653, -7.33547, -2.89223], [-6.97619, 1.38934, 8.80255], [5.70391, -0.19509, 1.96519], [-2.37187, 1.11194, 5.44862], [4.58933, 6.67380, 4.56964], [0.62043, -6.94063, 5.04222], [-8.09683, 2.66652, 5.86576], [-2.61495, 1.23878, 4.39366], [1.36615, 5.65025, -6.87520], [-9.75098, 1.67026, 7.33819], [5.24489, -1.92332, -7.00256], [4.56860, -1.14923, 3.78904], [3.92864, 6.86379, -4.09533], [-5.95147, -8.28478, 1.27292], [0.62271, 6.42860, -6.70323], [3.89923, 7.41939, 5.66754], [8.93941, -2.52206, -4.43008], [6.34991, -1.91137, -3.28115], [-3.57974, -2.82959, -2.15883], [3.14628, -5.16006, 1.83672], [-5.68298, -5.00601, 4.29995], [1.48649, 5.62055, -7.95813], [5.76686, -4.91776, -4.90144], [-0.64456, 1.65955, 3.97861], [-2.66879, 6.80207, -0.17400], [2.44000, 8.53973, -3.08913], [-8.84177, -0.75665, 7.21894], [8.57505, -2.61786, -2.33985], [5.99486, 6.35992, 4.79484], [9.40748, -1.55579, -4.24212], [-0.56613, 1.41107, -0.39876], [-4.98078, -2.01614, -2.26697], [-3.71098, -7.87112, 0.63641], [0.96104, 4.70139, -6.52357], [3.78139, 5.91120, 3.62707], [-7.43993, -0.74250, -1.25553], [-4.90639, -3.89131, 3.18475], [3.79383, 5.64792, -2.22782], [6.55787, -2.95703, -5.08329], [-9.48106, -0.47387, 8.79934], [-5.78560, 1.04760, -1.46754], [-9.64470, -5.53695, 0.00611], [4.59363, 5.06970, 6.93397], [2.91482, -5.79255, 4.02797], [-3.23718, -7.49222, 2.33643], [-7.55814, 3.77925, 7.14801], [7.90133, -2.24516, -5.50766], [3.14273, 6.75840, 7.91206], [-0.13140, -0.43666, 0.99741], [-0.13925, -6.09358, -5.72885], [-9.06048, -5.07886, 0.80419], [-8.78984, -4.02638, 0.71965], [-4.92948, -4.92949, 3.51605], [-5.84849, -7.13498, 3.02794], [-7.29249, -5.89927, 0.01435], [-8.40877, 3.22908, 6.74572], [-6.92611, -5.07196, 1.96122], [4.65116, 0.13247, -6.68179], [-2.36680, 0.96902, 1.62756], [-5.57907, -5.78407, 2.40963], [-4.80744, 7.93072, -1.02207], [-1.37726, 1.01024, 3.49940], [-6.56098, 8.04424, 1.50483], [5.81523, -0.23863, 3.42862], [0.50306, -0.75565, -0.36017], [2.89018, 8.02353, -1.11699], [5.65007, 5.61097, -4.63580], [-3.80460, -5.28740, 1.32377], [8.15980, -2.69704, -6.46531], [1.68702, -5.52557, -3.52613], [0.83348, -7.25665, -5.46520], [2.20794, 5.36053, 6.19821], [1.90147, 6.80115, -1.83695], [-5.88821, -3.15218, -2.40719], [-0.25214, 0.30748, -2.14824], [-5.08521, -5.95226, 0.36312], [6.49245, -4.41888, -5.54389], [0.18673, -1.72860, -0.73621], [0.87479, 1.95596, 1.51250], [-1.48530, -6.23307, -5.16276], [-3.88847, 8.54122, 1.24725], [0.32031, 0.53647, -1.24938], [8.17779, -3.13246, -3.21476], [2.74334, 7.46300, -2.04021], [-6.10080, -0.28178, -1.00650], [-0.40237, 2.47029, -0.59706], [5.20527, 6.99355, -5.73703], [1.27944, -4.66156, 5.76331], [1.30884, 0.90729, -1.52032], [3.52889, 8.40143, -4.08170], [6.25779, -4.39100, -6.60796], [2.18596, -7.86201, -3.55779], [7.90604, 0.34057, 5.89735], [0.61255, 3.01286, 1.46445], [-4.88307, -9.02656, 2.58067], [9.73201, -3.14479, -4.84494], [-4.83076, -1.37469, -0.92136], [-1.67398, 2.57872, 1.91902], [1.77705, 1.80353, 0.92023], [2.63281, -6.52968, 6.38894], [1.55939, -0.76098, -0.09142]]}

---

{"formula": "C20H30N4O2", "method": "the ωB97M-V functional and the def2-TZVPD basis", "max_force_ev_per_a": 1.4, "de_lowest_ev": 2.382, "homo_lumo_gap_ha": 0.3538, "smiles": "O=C(NCc1ccccn1)C(=O)NN=C1CCCCCCCCCCC1", "lumo_ev": 0.75, "total_energy_ev": -31282.845, "total_charge": 0, "elements": ["H", "H", "C", "C", "C", "O", "H", "H", "C", "H", "C", "C", "C", "C", "H", "N", "H", "N", "H", "H", "H", "C", "C", "H", "H", "H", "H", "H", "H", "C", "H", "C", "H", "C", "H", "N", "C", "H", "C", "H", "H", "H", "N", "C", "C", "H", "C", "H", "H", "C", "H", "H", "H", "H", "O", "C"], "positions_angstrom": [[5.25425, -0.24035, -0.55541], [4.76273, -2.67939, -0.35749], [3.21112, 1.16675, -1.59907], [4.07066, -2.02495, -0.89414], [3.12615, -1.56997, 1.49241], [-1.40948, -1.43260, 1.81424], [2.45582, 1.55179, -2.28737], [-7.58620, 2.00296, 0.89006], [-5.51263, 1.13797, -1.61731], [4.46825, 2.86947, -1.94151], [4.04127, 2.34163, -1.08365], [-5.99652, 0.56715, 0.98570], [-6.79090, 1.50719, 0.35255], [-4.98095, -0.04413, 0.25633], [2.77723, 2.34544, 3.02433], [0.61701, -1.61597, 0.12871], [-2.98391, -1.18150, -0.90500], [-2.90213, -1.29103, 0.10076], [1.82059, 0.16333, 1.52590], [2.54861, -2.35211, 1.99923], [2.48832, 3.80713, -0.93502], [-1.68163, -1.39557, 0.62238], [2.70412, -0.19742, 2.05296], [4.57733, 0.62840, 2.69780], [0.59604, -1.63452, 1.15249], [3.68761, -2.56072, -1.76359], [3.90184, 4.14836, 0.05937], [-6.15312, 0.31068, 2.02225], [2.68520, 0.68637, -0.77848], [-6.54659, 1.80437, -0.98018], [2.42807, -0.30686, 3.10430], [2.90242, -1.73758, 0.00546], [-5.27418, 1.32662, -2.65566], [4.85590, -0.80399, -1.39938], [3.37985, -0.51091, -2.92273], [-4.75283, 0.23849, -1.01800], [3.34577, 2.27919, 2.09268], [4.88303, 1.98740, -0.48802], [-4.09425, -1.09101, 0.87966], [4.73200, 0.61863, -3.00852], [1.88722, 3.64928, 1.34706], [1.75929, 2.05724, 0.63264], [1.76616, -1.76670, -0.56379], [-0.59327, -1.49266, -0.45555], [2.47397, 2.81566, 0.95136], [4.17798, -1.74199, 1.72484], [3.82461, 0.83426, 1.93156], [5.71296, -1.19211, -1.95510], [4.30323, 0.71892, 0.96489], [4.04709, 0.11104, -2.32436], [-4.65754, -2.03299, 0.95086], [-7.14142, 2.53293, -1.50788], [4.21868, 2.92804, 2.19818], [-3.79419, -0.80253, 1.89210], [-0.84574, -1.43738, -1.64024], [3.22816, 3.35251, -0.27029]]}

---

{"formula": "CH3NSi", "method": "the ωB97M-V functional and the def2-TZVPD basis", "max_force_ev_per_a": 2.6, "de_lowest_ev": 3.834, "homo_lumo_gap_ha": [0.3291, 0.2847], "lumo_ev": [-1.72, -1.39], "total_energy_ev": -10448.505, "total_charge": 0, "elements": ["N", "Si", "H", "H", "H", "C"], "positions_angstrom": [[2.47098, -0.22419, 0.16469], [-0.50775, 0.29659, 0.10082], [-1.50604, 0.76270, -0.82589], [-1.40409, -1.99423, -0.79679], [-0.40854, 1.08811, 1.40908], [1.35545, 0.07101, -0.05190]]}

---

{"formula": "C12H13N2O7S", "method": "the ωB97M-V functional and the def2-TZVPD basis", "max_force_ev_per_a": 2.6, "de_lowest_ev": 2.279, "homo_lumo_gap_ha": 0.2317, "lumo_ev": 2.30, "total_energy_ev": -40797.765, "total_charge": -1, "elements": ["C", "N", "C", "C", "H", "C", "C", "O", "C", "O", "H", "H", "H", "C", "H", "H", "H", "C", "C", "H", "O", "H", "C", "C", "O", "N", "H", "C", "H", "S", "H", "H", "O", "O", "O"], "positions_angstrom": [[-0.88221, 0.84541, 2.82421], [-1.07432, -2.13832, 0.71270], [3.66226, 0.30451, -1.32344], [1.29863, 0.30299, -0.59383], [-4.25706, 0.22982, -1.62786], [-3.25623, -0.17631, -1.54877], [-1.54108, -0.18189, 2.16804], [-1.00089, 0.20013, -1.15436], [1.55835, -0.91995, -1.44620], [-2.28517, -2.46952, 0.82209], [0.98076, -1.77040, -1.05109], [-2.15339, 1.55754, -2.19925], [-3.25799, -0.88484, -0.72458], [-0.66592, -0.89739, 1.31783], [-2.44031, 1.49970, -0.43676], [3.21249, -1.58155, -0.35245], [1.55731, -0.98360, 1.00975], [2.51541, 1.16926, -0.75249], [-2.25629, 0.90165, -1.33267], [-3.05874, -0.72605, -2.46599], [-0.34099, 2.23236, 4.46063], [3.52484, -1.71335, -2.11660], [3.07504, -1.10552, -1.33227], [-0.01310, 1.02628, -0.74043], [-0.14402, 2.20211, -0.50954], [-1.29737, 1.54307, 3.98829], [-2.53967, -0.50220, 2.43294], [0.68024, -0.32611, 1.14488], [1.26251, -0.70090, -2.49608], [0.73321, 1.04348, 2.25250], [3.93446, 0.66732, -2.33433], [4.53343, 0.37775, -0.65438], [-0.23226, -2.82829, 0.07193], [2.61544, 2.34322, -0.48581], [-2.44739, 1.45958, 4.47340]]}